Entry 1:
The following is a DFT calculation (ωB97M-V/def2-TZVPD) of C59H62CsF2N4O5P as an isolated structure at a distorted geometry.

```
134
Properties=species:S:1:pos:R:3
Cs -0.884 -0.457 0.191
C -6.587 1.815 -4.100
C -6.854 0.488 -3.997
C -6.112 -0.349 -3.159
C -5.132 0.214 -2.330
C -4.816 1.561 -2.480
C -5.537 2.357 -3.367
C -4.302 -0.686 -1.442
C -3.268 -1.451 -2.100
C -2.951 -1.259 -3.495
C -1.864 -2.036 -3.716
C -1.501 -2.669 -2.467
C -0.365 -3.439 -2.202
C 0.468 -3.909 -3.394
C 1.771 -3.439 -3.667
C 2.345 -3.709 -4.915
C 1.773 -4.621 -5.797
C 0.467 -5.070 -5.586
C -0.178 -4.737 -4.383
C 0.046 -3.910 -0.959
N -0.530 -3.495 0.251
C 0.249 -4.084 1.195
C 0.061 -3.873 2.625
C 1.113 -4.429 3.543
C 2.047 -3.513 4.031
C 3.066 -3.972 4.872
C 3.118 -5.270 5.282
C 2.195 -6.187 4.826
C 1.251 -5.757 3.963
C -1.005 -3.158 3.248
C -0.927 -2.854 4.674
C -2.007 -2.069 4.948
C -2.653 -1.875 3.625
N -2.003 -2.459 2.656
C -3.749 -1.040 3.387
C -4.201 -0.748 2.098
C -5.136 0.389 1.864
C -5.270 0.509 0.539
C -4.514 -0.575 -0.066
N -3.809 -1.298 0.937
C -4.262 -0.286 4.572
C -3.492 0.528 5.404
C -4.093 1.117 6.486
C -5.399 0.923 6.851
C -6.197 0.208 6.019
C -5.633 -0.370 4.874
C 1.334 -4.829 0.655
C 1.210 -4.740 -0.724
N -2.433 -2.341 -1.507
H -7.136 2.494 -4.753
H -7.578 0.065 -4.605
H -6.330 -1.411 -3.024
H -4.062 2.051 -1.905
H -5.253 3.408 -3.492
H -3.442 -0.570 -4.161
H -1.264 -2.109 -4.615
H 2.252 -2.775 -2.950
H 3.336 -3.342 -5.112
H 2.311 -4.801 -6.739
H -0.084 -5.617 -6.294
H -1.226 -4.989 -4.205
H 2.003 -2.524 3.627
H 3.812 -3.225 5.254
H 3.860 -5.605 6.013
H 2.235 -7.249 5.019
H 0.514 -6.456 3.559
H -0.127 -3.110 5.347
H -2.230 -1.643 5.911
H -5.507 1.114 2.559
H -5.843 1.301 0.037
H -2.460 0.729 5.135
H -3.494 1.867 7.026
H -5.762 1.430 7.721
H -7.234 0.061 6.336
H -6.246 -0.983 4.198
H 2.055 -5.373 1.254
H 1.876 -5.156 -1.472
O -2.586 2.960 -0.361
H -2.945 2.272 0.237
H -2.210 2.451 -1.136
O -0.009 3.102 1.975
H 0.288 2.207 2.345
H -0.509 2.873 1.218
O 0.683 0.111 -3.132
H 1.297 -0.189 -2.466
H 0.143 -0.670 -3.349
O 2.216 -1.139 -0.524
H 2.131 -2.097 -0.467
H 2.231 -0.858 0.418
O -1.662 1.684 -2.645
H -2.035 0.784 -2.583
H -0.719 1.478 -2.732
F 2.011 -0.437 2.052
C 0.946 0.208 2.996
F 1.751 0.495 4.073
H 0.493 -0.731 3.259
C 4.696 4.361 1.071
C 4.223 2.932 0.648
C 3.058 2.506 1.524
C 5.402 2.047 0.882
P 3.590 2.692 -1.143
C 2.405 4.092 -1.421
C 1.074 3.709 -1.362
C 0.050 4.496 -1.804
C 0.391 5.757 -2.340
C 1.680 6.153 -2.395
C 2.695 5.356 -1.909
C 4.980 3.131 -2.308
C 4.362 3.382 -3.741
C 5.864 1.922 -2.521
C 5.923 4.299 -1.905
H 4.856 4.418 2.131
H 4.065 5.199 0.713
H 5.663 4.610 0.666
H 3.237 2.663 2.583
H 2.719 1.489 1.345
H 2.161 3.134 1.354
H 5.531 1.924 1.955
H 6.310 2.472 0.425
H 5.272 1.014 0.486
H 0.773 2.738 -0.946
H -1.002 4.138 -1.730
H -0.423 6.456 -2.677
H 1.914 7.148 -2.687
H 3.685 5.759 -1.932
H 3.552 2.714 -3.972
H 5.145 3.270 -4.487
H 3.993 4.390 -3.906
H 5.320 1.073 -2.913
H 6.313 1.528 -1.602
H 6.600 2.169 -3.293
H 5.414 5.183 -1.559
H 6.569 4.516 -2.762
H 6.598 3.927 -1.079
```

For the energy above the lowest of the compared OMol25 structures with the same formula, charge and spin, the calculation gives 0.0 kcal/mol. As for the HOMO energy: -1.5 eV. As for the spin multiplicity: 1. For the HOMO-LUMO gap, the calculation gives 5.19 eV. The total energy comes out at -93658.2996 eV. The total charge is -2.


Entry 2:
The following is a DFT calculation (ωB97M-V/def2-TZVPD) of C59H62Ge2N5P2STi as an isolated structure at a distorted geometry.

```
132
Properties=species:S:1:pos:R:3
Ti 0.345 -0.323 -0.037
N 2.198 4.433 0.529
C 1.771 3.136 0.809
S 0.996 2.892 2.315
N 2.104 2.293 -0.135
N 1.909 0.919 0.139
C 3.091 0.392 0.445
C 3.167 -0.913 1.010
C 4.333 -1.449 1.583
C 4.232 -2.610 2.311
C 2.982 -3.220 2.459
C 1.901 -2.663 1.815
N 1.993 -1.556 1.075
H 1.667 5.139 1.007
H 2.390 4.609 -0.447
H 3.952 1.049 0.428
H 5.273 -0.923 1.477
H 5.109 -3.034 2.784
H 2.853 -4.120 3.044
H 0.911 -3.094 1.892
C -6.454 -0.744 2.978
C -6.312 -1.771 2.058
C -5.079 -2.011 1.464
C -3.966 -1.234 1.780
C -4.123 -0.202 2.707
C -5.353 0.039 3.300
P -2.327 -1.499 0.957
C -2.464 -3.322 0.722
C -2.286 -4.261 1.738
C -2.509 -5.610 1.503
C -2.897 -6.050 0.243
C -3.060 -5.129 -0.781
C -2.845 -3.777 -0.538
C -1.238 -1.236 2.383
C -1.539 -1.669 3.694
C -0.690 -1.351 4.724
C 0.450 -0.574 4.454
C 0.716 -0.141 3.178
C -0.118 -0.465 2.081
H -7.413 -0.557 3.446
H -7.161 -2.390 1.797
H -4.992 -2.816 0.745
H -3.272 0.406 2.985
H -5.447 0.844 4.019
H -1.967 -3.938 2.720
H -2.377 -6.323 2.309
H -3.066 -7.105 0.062
H -3.352 -5.456 -1.772
H -2.972 -3.065 -1.342
H -2.454 -2.214 3.898
H -0.907 -1.674 5.736
H 1.118 -0.302 5.264
H 1.593 0.470 3.007
C -4.194 1.075 -0.563
C -3.084 1.827 0.164
Ge -1.367 1.937 -0.834
C -0.885 3.864 -0.776
C 0.058 4.306 -1.894
C -2.021 2.073 -2.677
C -1.609 1.222 -3.609
Ge -0.555 -0.285 -2.809
C -1.795 -1.763 -3.214
C -2.115 -1.950 -4.698
C 1.097 -0.194 -3.883
C 1.729 1.196 -3.818
C -2.041 1.390 -5.024
C -3.372 1.713 -5.314
C -3.809 1.885 -6.619
C -2.923 1.737 -7.679
C -1.600 1.415 -7.411
C -1.169 1.238 -6.103
H -5.114 1.034 0.031
H -3.907 0.045 -0.791
H -4.429 1.548 -1.520
H -2.899 1.411 1.153
H -3.385 2.868 0.330
H -0.534 4.154 0.209
H -1.870 4.325 -0.928
H 0.958 3.688 -1.924
H 0.366 5.351 -1.775
H -0.418 4.216 -2.874
H -2.625 2.948 -2.954
H -2.715 -1.498 -2.681
H -1.416 -2.678 -2.771
H -2.684 -1.112 -5.099
H -2.710 -2.856 -4.854
H -1.215 -2.048 -5.307
H 0.852 -0.480 -4.913
H 1.805 -0.926 -3.526
H 1.053 1.968 -4.192
H 2.653 1.247 -4.404
H 1.973 1.476 -2.788
H -4.073 1.809 -4.492
H -4.847 2.129 -6.809
H -3.263 1.866 -8.700
H -0.895 1.299 -8.226
H -0.131 0.992 -5.917
N 0.572 -2.032 -1.181
P 1.478 -3.148 -1.752
C 0.850 -4.018 -3.251
C -0.074 -5.057 -3.144
C -0.580 -5.683 -4.274
C -0.166 -5.283 -5.537
C 0.743 -4.244 -5.659
C 1.238 -3.612 -4.526
C 1.769 -4.561 -0.609
C 3.024 -5.097 -0.331
C 3.167 -6.157 0.556
C 2.056 -6.696 1.183
C 0.802 -6.150 0.939
C 0.663 -5.086 0.061
C 3.182 -2.731 -2.292
C 3.982 -3.656 -2.968
C 5.284 -3.339 -3.321
C 5.806 -2.088 -3.007
C 5.016 -1.159 -2.350
C 3.712 -1.484 -2.000
H -0.412 -5.392 -2.170
H -1.297 -6.487 -4.164
H -0.556 -5.774 -6.421
H 1.062 -3.909 -6.639
H 1.938 -2.796 -4.645
H 3.912 -4.676 -0.779
H 4.155 -6.548 0.765
H 2.164 -7.525 1.872
H -0.073 -6.542 1.441
H -0.313 -4.631 -0.076
H 3.588 -4.634 -3.220
H 5.891 -4.066 -3.846
H 6.823 -1.838 -3.287
H 5.402 -0.174 -2.115
H 3.087 -0.741 -1.523
```

For the energy above the lowest of the compared OMol25 structures with the same formula, charge and spin, the calculation gives 33.5 kcal/mol. Its expectation value of S² is 2.03. As for the HOMO energy (alpha / beta): -3.5 / -4.3 eV. As for the spin multiplicity: 3. For the HOMO-LUMO gap (alpha / beta), the calculation gives 5.76 / 6.08 eV. The total energy comes out at -235199.8270 eV. The total charge is -1.


Entry 3:
The following is a DFT calculation (ωB97M-V/def2-TZVPD) of C59H64INO6P2Zr as an isolated structure.

```
134
Properties=species:S:1:pos:R:3
Zr -0.081 -0.430 0.486
O -3.289 -2.977 0.695
C -2.187 -2.523 0.579
O -1.836 -1.281 0.883
C -1.037 -3.323 0.002
C -1.282 -4.643 -0.398
C -0.281 -5.323 -1.028
C 0.946 -4.677 -1.283
C 1.993 -5.326 -1.982
C 3.162 -4.674 -2.238
C 3.326 -3.340 -1.804
C 2.338 -2.690 -1.122
C 1.120 -3.346 -0.840
N 0.123 -2.696 -0.154
H -2.258 -5.064 -0.202
H -0.419 -6.347 -1.353
H 1.845 -6.347 -2.305
H 3.959 -5.169 -2.771
H 4.253 -2.826 -2.014
H 2.485 -1.673 -0.788
I -1.960 1.517 2.377
C -1.365 1.945 4.338
C -1.820 3.173 4.739
C -1.660 3.603 6.067
C -1.085 2.757 6.959
C -0.621 1.477 6.568
C -0.122 0.628 7.585
C 0.281 -0.637 7.299
C 0.275 -1.059 5.963
C -0.142 -0.263 4.920
P 0.208 -1.114 3.316
C -0.767 -2.641 3.585
C -2.152 -2.467 3.590
C -2.995 -3.528 3.863
C -2.465 -4.782 4.137
C -1.091 -4.960 4.148
C -0.241 -3.895 3.882
C 1.965 -1.590 3.498
C 2.839 -0.902 4.334
C 4.179 -1.262 4.402
C 4.661 -2.311 3.635
C 3.805 -2.977 2.767
C 2.473 -2.607 2.687
C -0.692 1.034 5.209
H -2.332 3.816 4.038
H -2.023 4.574 6.367
H -0.983 3.036 7.998
H -0.098 1.003 8.598
H 0.627 -1.306 8.073
H 0.644 -2.056 5.754
H -2.582 -1.495 3.371
H -4.065 -3.378 3.853
H -3.121 -5.613 4.350
H -0.671 -5.929 4.380
H 0.826 -4.056 3.937
H 2.477 -0.097 4.960
H 4.840 -0.731 5.072
H 5.698 -2.607 3.709
H 4.174 -3.788 2.154
H 1.826 -3.120 1.982
C 0.665 6.527 -0.008
O 1.924 5.985 0.390
C 2.056 4.668 0.524
C 3.353 4.237 0.911
C 3.595 2.912 1.069
C 2.577 1.935 0.873
C 2.881 0.556 0.920
C 4.285 0.052 1.024
O 1.972 -0.337 0.816
C 1.282 2.390 0.495
O 0.309 1.535 0.251
C 1.032 3.750 0.313
H 0.815 7.601 -0.068
H -0.099 6.298 0.736
H 0.376 6.139 -0.986
H 4.114 4.983 1.073
H 4.584 2.591 1.361
H 4.904 0.482 0.236
H 4.287 -1.033 0.959
H 4.722 0.337 1.983
H 0.035 4.054 0.039
O -0.610 -0.390 -1.523
P -1.031 0.701 -2.553
C -2.263 1.787 -1.818
C -3.430 1.066 -1.129
C -4.489 2.101 -0.768
C -5.145 2.662 -2.039
C -4.203 2.594 -3.248
C -2.757 2.853 -2.838
C 0.406 1.751 -2.967
C 1.742 1.028 -2.725
C 2.924 2.000 -2.827
C 2.735 3.051 -3.930
C 1.761 2.548 -4.984
C 0.364 2.409 -4.378
C -1.651 -0.189 -3.992
C -2.788 -1.171 -3.630
C -2.884 -2.323 -4.643
C -2.477 -1.851 -6.031
C -0.989 -1.483 -6.048
C -0.515 -0.968 -4.682
H -1.689 2.297 -1.026
H -3.082 0.524 -0.243
H -3.874 0.309 -1.781
H -4.014 2.907 -0.195
H -5.238 1.660 -0.112
H -5.450 3.695 -1.871
H -6.057 2.107 -2.262
H -4.506 3.319 -4.003
H -4.272 1.615 -3.729
H -2.685 3.838 -2.373
H -2.122 2.899 -3.723
H 0.339 2.553 -2.217
H 1.858 0.207 -3.436
H 1.748 0.565 -1.735
H 3.826 1.417 -3.021
H 3.077 2.496 -1.863
H 3.697 3.308 -4.374
H 2.339 3.978 -3.504
H 2.104 1.592 -5.388
H 1.708 3.236 -5.828
H -0.282 1.868 -5.068
H -0.065 3.408 -4.279
H -2.032 0.570 -4.684
H -3.738 -0.633 -3.611
H -2.629 -1.576 -2.626
H -3.902 -2.711 -4.641
H -2.239 -3.150 -4.335
H -3.086 -0.985 -6.306
H -2.684 -2.614 -6.781
H -0.796 -0.727 -6.811
H -0.391 -2.355 -6.317
H 0.383 -0.367 -4.811
H -0.238 -1.802 -4.031
```

For the energy above the lowest of the compared OMol25 structures with the same formula, charge and spin, the calculation gives 12.9 kcal/mol. As for the HOMO energy: -12.6 eV. As for the spin multiplicity: 1. For the HOMO-LUMO gap, the calculation gives 6.97 eV. The total energy comes out at -103951.9666 eV. The total charge is +2.


> Among the records above, which one has the lowest total charge?

C59H62CsF2N4O5P